Entry from OMol25: a cluster of 3 separate species, C16H21F16IO4P in total (ωB97M-V/def2-TZVPD).

Cartesian coordinates (Å):
I: 1.48502 -1.02946 -2.64366
P: -1.59113 -1.27212 -0.05929
F: 1.55629 -2.62151 3.71701
F: -0.86078 -3.86285 3.40297
F: 3.93156 4.71378 -1.23683
F: 2.66576 7.78415 -2.31720
F: 1.32895 -4.37017 1.53825
F: 0.02944 2.86152 -3.15698
F: 2.19378 3.04197 -2.84829
F: -0.68460 -3.99367 0.77940
F: 1.54295 3.79813 -0.14854
F: 1.66585 6.50505 -0.87525
F: 2.81676 -4.97043 5.98221
F: 3.50866 -2.71493 4.69158
F: 0.91466 1.83590 -0.87720
F: 4.26806 6.69156 -0.35891
F: 2.90091 -5.15010 3.79658
F: -1.69011 -5.72358 2.65475
O: 2.03805 5.79460 -2.97837
O: -3.65510 3.62846 -1.14069
O: -4.39123 1.60285 -0.52169
O: 0.24166 -5.81307 3.68735
C: 0.72415 3.18299 -1.00725
C: -0.53067 -5.05776 2.87070
C: 3.92485 6.03913 -1.48742
C: -1.70934 -2.25579 -1.56644
C: -3.76509 0.36375 -0.85599
C: 0.86770 5.01057 -2.90173
C: -1.51963 -1.50097 -2.89824
C: 0.09661 -4.88538 1.47842
C: -4.17014 2.60104 -1.43490
C: 2.18510 -4.64368 4.82082
C: 1.00707 3.54521 -2.46883
C: -2.45639 0.31330 -0.05215
C: -0.51745 -0.35157 -2.84532
C: 2.22627 -3.11094 4.78826
C: 2.52358 6.50596 -1.91099
C: 0.81404 -5.33010 4.89749
H: -2.47300 -1.15088 -3.31592
H: -4.44748 -0.43883 -0.55185
H: -0.24865 -1.02962 0.23391
H: -3.57865 0.31151 -1.93382
H: -0.31380 3.41914 -0.75423
H: -0.69155 0.34462 -2.02317
H: 4.64422 6.26270 -2.27693
H: 0.10183 -4.73385 5.46845
H: -4.53388 2.37116 -2.44874
H: -1.14602 -2.24861 -3.60959
H: 0.99746 -6.23876 5.46797
H: 0.07905 5.51247 -2.33876
H: -2.70677 0.52859 0.99558
H: -2.08107 -2.03160 0.99920
H: -0.55357 0.23714 -3.76654
H: 0.52924 4.94981 -3.93565
H: 1.79155 -2.69861 5.70216
H: -2.68211 -2.76524 -1.54017
H: -0.94686 -3.03592 -1.46007
H: -1.77338 1.10984 -0.37229
H: 0.11738 -5.83687 0.94685

Computed properties:
**Energy**: -3159.879188 Eh
**F_max**: 0.659 eV Å⁻¹
**Charge**: +1
**LUMO**: -0.1049 Ha
**Orbital gap**: 9.681 eV
**HOMO**: -12.53 eV

***

Entry from OMol25: the molecule C16H21N3O3 in a non-equilibrium geometry (ωB97M-V/def2-TZVPD).

Cartesian coordinates (Å):
O: -0.73034 -3.42253 1.69134
O: -1.64314 -1.43941 1.57121
O: 2.89776 -0.51289 2.96808
N: 1.66658 -1.57020 1.37032
N: 1.00688 1.40183 3.08628
N: -2.60044 2.10997 -0.16346
C: 1.02847 1.50334 0.66773
C: 2.29666 -2.44456 -1.42435
C: 0.57777 -1.79454 0.40334
C: -0.09981 -3.40168 -1.30755
C: 1.03833 0.63813 1.95579
C: -2.58391 2.48580 -2.70978
C: -2.03845 2.32027 -1.44266
C: -0.59016 1.93494 -1.32265
C: -0.33764 2.18635 -3.75621
C: -1.52946 1.81719 0.73834
C: 0.12913 1.90872 -2.51276
C: -0.69254 -2.30282 1.24275
C: -1.62054 2.63459 -3.79828
C: -0.31965 1.64735 0.11320
C: 2.02279 -0.59085 2.15205
C: 1.02504 -2.85464 -0.58040
H: 1.39902 -3.59259 0.20002
H: 1.63561 2.38236 0.76480
H: 1.55398 1.07520 3.88186
H: 1.14991 1.49912 -2.58417
H: 2.04872 -1.71875 -2.21690
H: 2.69102 -3.25713 -2.01667
H: 0.17085 1.96105 -4.67473
H: 2.37774 -2.29851 1.35991
H: -3.53206 2.92563 -2.86345
H: 1.15534 2.38116 2.91125
H: 0.05733 0.03634 2.02823
H: -3.28013 2.69488 0.34890
H: -0.63113 -2.61452 -1.88349
H: 0.15509 -4.27948 -1.91794
H: 3.11163 -2.23647 -0.65325
H: 0.37973 -0.80150 0.04879
H: -1.65753 -0.62684 0.97286
H: -1.86982 1.67243 1.69236
H: 1.47527 1.02866 -0.16375
H: -2.03108 3.00402 -4.79348
H: -0.90095 -3.95325 -0.84948

Computed properties:
**Energy**: -1012.203678 Eh
**F_max**: 5.065 eV Å⁻¹
**Charge**: 0
**LUMO**: 0.0199 Ha
**Orbital gap**: 8.856 eV
**HOMO**: -8.31 eV
**SMILES**: CC(C)[C@H](NC(=O)[C@@H](N)Cc1c[nH]c2ccccc12)C(=O)O

***

Entry from OMol25: the molecule C16H21N3O3S in a non-equilibrium geometry (ωB97M-V/def2-TZVPD).

Cartesian coordinates (Å):
S: 2.56406 2.20740 -0.87450
O: 5.19202 -2.44297 0.26201
O: 3.51410 -1.88161 1.62841
O: 1.40792 -0.34593 1.47024
N: -0.68383 -1.06270 -1.31887
N: 1.94342 -1.03211 -0.77378
N: -4.43617 1.90606 0.43236
C: -6.02593 -1.33303 -0.61468
C: 3.34638 -1.21111 -0.74632
C: -3.57774 -0.17435 0.16232
C: -5.01767 -2.25724 -0.21929
C: -3.82212 -1.67840 0.14873
C: 4.23502 0.05924 -1.06169
C: -3.04270 1.95865 0.68142
C: -0.15602 -0.04554 -0.32021
C: 2.43992 3.43574 0.46150
C: 1.15023 -0.43891 0.17284
C: 4.03810 -1.95581 0.45310
C: -5.91944 0.02376 -0.39851
C: -2.44476 0.75133 0.59717
C: -4.73708 0.56232 0.00998
C: 4.07045 1.18780 -0.17741
C: -1.07486 0.39000 0.92509
H: -6.88316 0.72698 -0.53200
H: -7.05917 -1.52521 -1.03096
H: 1.40577 -0.96381 -1.75838
H: 5.29219 -0.35692 -0.67360
H: -5.23900 -3.42060 0.02605
H: 3.78246 0.75166 0.71494
H: 2.67823 2.70465 1.49903
H: -3.02819 -2.32436 0.34792
H: 1.38166 3.83658 0.43297
H: 4.35278 0.29140 -2.15727
H: 2.78050 -1.12396 1.43656
H: -1.51398 -0.55802 -1.64159
H: -2.73909 2.97849 0.97791
H: -4.93160 2.82431 -0.00264
H: 5.03667 1.77777 0.02140
H: -1.12372 -0.53800 1.62004
H: -0.69910 1.09951 1.66450
H: 3.21133 4.33278 0.45030
H: -0.81876 -1.98718 -0.75195
H: 0.02884 1.03886 -0.72846
H: 3.61338 -1.84486 -1.63036

Computed properties:
**Energy**: -1410.325099 Eh
**F_max**: 5.109 eV Å⁻¹
**Charge**: 0
**LUMO**: 0.0116 Ha
**Orbital gap**: 8.658 eV
**HOMO**: -8.34 eV
**SMILES**: CSCC[C@H](NC(=O)[C@@H](N)Cc1c[nH]c2ccccc12)C(=O)O